This record from the OMol25 dataset describes C6H10 as an isolated structure. The level of theory is ωB97M-V/def2-TZVPD.

The value obtained for the HOMO-LUMO gap is 9.6 eV.

Structure (ORCA input):
```
! RIJCOSX wB97M-V def2-TZVPD def2/J DEFGRID3
* xyz 0 1
C 2.207 -0.066 0.588
C -1.504 0.316 -0.546
C 0.419 -1.423 -0.826
C 1.246 -0.429 -0.506
C -0.228 -0.138 -1.236
C -1.551 -0.002 0.945
H 0.889 0.674 -0.951
H 3.071 0.514 0.243
H -2.533 0.239 1.364
H -0.802 0.580 1.494
H -0.151 0.156 -2.287
H -1.346 -1.063 1.116
H -1.669 1.384 -0.729
H 1.718 0.492 1.396
H -2.317 -0.215 -1.061
H 2.552 -1.017 0.996
*
```

Here are the Löwdin charges for atoms 1 to 6, given in e: atom 1 (C): -0.070, atom 2 (C): -0.233, atom 3 (C): 0.023, atom 4 (C): -0.320, atom 5 (C): -0.270, atom 6 (C): -0.104